(1)
DFT (the ωB97M-V functional and the def2-TZVPD basis) results for a 2-piece molecular cluster, CH2N2O overall.

Structure (XYZ):
```
6
CH2N2O | OMol25 | the ωB97M-V functional and the def2-TZVPD basis
C -0.56 0.55 -0.09
N -0.33 -0.78 -0.05
N 0.40 0.03 -0.93
O -1.21 1.48 0.26
H 0.40 -1.63 1.50
H 1.31 0.34 -0.68
```

E_tot, eV: -6090.8163
Total charge: 0
Frontier orbital gap (alpha / beta), eV: 9.5441 / 7.8899
E_HOMO (alpha / beta), eV: -10.2 / -9.6
Relative energy (zero: lowest compared OMol25 entry of this formula, charge and spin), kJ/mol: 597.8
Strongest force on any atom, eV/A: 3.8



(2)
DFT (the ωB97M-V functional and the def2-TZVPD basis) results for an isolated molecule of CH2N2O2.

Structure (XYZ):
```
7
CH2N2O2 | OMol25 | the ωB97M-V functional and the def2-TZVPD basis
C -1.42 -0.20 -0.24
N -0.30 -0.82 0.02
N 0.49 0.19 0.69
O -2.39 0.45 -0.20
O 1.54 0.61 -0.17
H 0.15 -1.61 -0.31
H 1.94 1.38 0.21
```

E_tot, eV: -8139.1522
Total charge: 0
Frontier orbital gap (alpha / beta), eV: 7.6612 / 7.6631
E_HOMO (alpha / beta), eV: -7.5 / -7.5
Relative energy (zero: lowest compared OMol25 entry of this formula, charge and spin), kJ/mol: 600.0
Strongest force on any atom, eV/A: 4.7



(3)
DFT (the ωB97M-V functional and the def2-TZVPD basis) results for an isolated molecule of CH2N2O2.

Structure (XYZ):
```
7
CH2N2O2 | OMol25 | the ωB97M-V functional and the def2-TZVPD basis
C -0.57 -0.19 -0.70
N 0.57 -0.11 -1.30
N 0.07 0.53 1.59
O -0.73 0.43 0.57
O 1.69 -0.08 -0.83
H -1.51 -0.32 -1.27
H 0.49 -0.26 1.95
```

E_tot, eV: -8137.2878
Total charge: 0
Frontier orbital gap (alpha / beta), eV: 9.6861 / 7.7214
E_HOMO (alpha / beta), eV: -9.2 / -9.4
Multiplicity: 3
Relative energy (zero: lowest compared OMol25 entry of this formula, charge and spin), kJ/mol: 406.1
Strongest force on any atom, eV/A: 3.7



(4)
DFT (the ωB97M-V functional and the def2-TZVPD basis) results for a 2-piece molecular cluster, CH2N2O2S overall.

Structure (XYZ):
```
8
CH2N2O2S | OMol25 | the ωB97M-V functional and the def2-TZVPD basis
C -1.99 0.44 -1.42
N -3.13 0.31 -1.47
N 0.43 -0.34 1.25
O 1.46 1.59 -0.06
O 2.09 -0.69 -0.62
S 1.12 0.26 -0.27
H 0.65 -1.35 1.18
H -0.62 -0.24 1.40
```

E_tot, eV: -18974.0366
Total charge: 0
Frontier orbital gap (alpha / beta), eV: 9.2382 / 5.8404
E_HOMO (alpha / beta), eV: -12.3 / -10.3
Relative energy (zero: lowest compared OMol25 entry of this formula, charge and spin), kJ/mol: 703.5
Strongest force on any atom, eV/A: 4.0



(5)
DFT (the ωB97M-V functional and the def2-TZVPD basis) results for an isolated molecule of CH2N2O2S.

Structure (XYZ):
```
8
CH2N2O2S | OMol25 | the ωB97M-V functional and the def2-TZVPD basis
C 0.71 0.08 0.41
N 0.74 -0.90 -0.80
N -0.17 -0.85 -1.62
O -1.58 0.66 1.58
O -1.19 -0.21 -1.72
S -0.80 1.10 0.49
H 0.86 -0.66 1.20
H 1.44 0.78 0.46
```

E_tot, eV: -18974.7368
Total charge: 0
Frontier orbital gap (alpha / beta), eV: 8.7689 / 7.7204
E_HOMO (alpha / beta), eV: -10.0 / -9.3
Relative energy (zero: lowest compared OMol25 entry of this formula, charge and spin), kJ/mol: 636.0
Strongest force on any atom, eV/A: 4.1



(6)
DFT (the ωB97M-V functional and the def2-TZVPD basis) results for an isolated molecule of CH2N2O2S2.

Structure (XYZ):
```
9
CH2N2O2S2 | OMol25 | the ωB97M-V functional and the def2-TZVPD basis
N 1.33 0.04 0.14
C 0.39 -0.93 0.11
S 0.89 -2.48 -0.12
N -0.89 -0.73 0.26
S -1.48 0.75 0.22
O -2.87 0.58 -0.06
O -0.74 1.75 -0.44
H 1.17 1.02 0.25
H 2.19 0.00 -0.35
```

E_tot, eV: -29811.9750
Total charge: 0
Frontier orbital gap (alpha / beta), eV: 5.5642 / 8.0086
E_HOMO (alpha / beta), eV: -8.9 / -10.1
Relative energy (zero: lowest compared OMol25 entry of this formula, charge and spin), kJ/mol: 209.9
Strongest force on any atom, eV/A: 2.5



(7)
DFT (the ωB97M-V functional and the def2-TZVPD basis) results for an isolated molecule of CH2N2O2Si.

Structure (XYZ):
```
8
CH2N2O2Si | OMol25 | the ωB97M-V functional and the def2-TZVPD basis
N -1.68 2.08 0.08
C -0.76 1.53 0.42
Si 0.65 0.53 1.18
N 1.75 0.86 -0.35
O 2.73 0.15 -0.25
O 1.52 1.56 -1.30
H 0.54 -0.82 1.23
H 1.71 1.32 2.16
```

E_tot, eV: -16018.1440
Total charge: 0
Frontier orbital gap, eV: 9.9631
E_HOMO, eV: -10.9
Relative energy (zero: lowest compared OMol25 entry of this formula, charge and spin), kJ/mol: 117.5
Strongest force on any atom, eV/A: 6.0



(8)
DFT (the ωB97M-V functional and the def2-TZVPD basis) results for a 2-piece molecular cluster, CH2N2O3P overall.

Structure (XYZ):
```
9
CH2N2O3P | OMol25 | the ωB97M-V functional and the def2-TZVPD basis
C 0.71 -0.85 -0.43
N -0.32 -1.18 -0.75
N -2.25 0.48 -0.16
O 2.69 -0.62 1.39
O 2.95 0.71 -0.81
O -1.66 1.59 0.20
P 2.11 0.10 0.21
H -2.78 0.02 0.70
H -1.45 -0.25 -0.36
```

E_tot, eV: -19479.8304
Total charge: -1
Frontier orbital gap (alpha / beta), eV: 9.5006 / 6.6971
E_HOMO (alpha / beta), eV: -5.8 / -3.2
Relative energy (zero: lowest compared OMol25 entry of this formula, charge and spin), kJ/mol: 334.1
Strongest force on any atom, eV/A: 3.5